{"formula": "C30H33BClFeN8O2", "method": "wB97M-V/def2-TZVPD", "species": ["Fe", "C", "C", "N", "N", "C", "O", "C", "C", "C", "C", "C", "C", "C", "C", "C", "C", "C", "N", "H", "H", "H", "H", "H", "H", "H", "H", "H", "H", "H", "H", "B", "N", "C", "C", "C", "N", "N", "C", "C", "C", "N", "H", "H", "H", "H", "H", "H", "H", "H", "C", "N", "C", "C", "O", "H", "H", "H", "H", "H", "H", "H", "Cl", "C", "C", "C", "C", "C", "C", "C", "H", "H", "H", "H", "H", "H"], "coordinates": [[0.5161, 0.6429, 0.8153], [-3.7250, 1.4212, 0.0743], [-2.4087, 0.9336, 0.5869], [-1.3008, 1.2931, 0.0780], [-1.3016, 2.1560, -0.9727], [-0.0732, 2.6135, -1.1689], [0.9271, 2.3585, -0.4582], [0.0801, 3.5685, -2.3104], [1.2025, 4.3842, -2.3659], [1.3575, 5.2975, -3.4003], [0.3994, 5.3867, -4.4015], [-0.7188, 4.5625, -4.3584], [-0.8781, 3.6595, -3.3166], [-2.2846, 0.0606, 1.7634], [-3.3488, -0.5724, 2.3797], [-3.1244, -1.3186, 3.5254], [-1.8455, -1.3947, 4.0385], [-0.8349, -0.7495, 3.3477], [-1.0493, -0.0504, 2.2413], [-3.6202, 1.6970, -0.9707], [-4.0371, 2.3111, 0.6277], [-4.4996, 0.6627, 0.1762], [1.9401, 4.3017, -1.5766], [2.2222, 5.9490, -3.4255], [0.5121, 6.1107, -5.1995], [-1.4691, 4.6297, -5.1370], [-1.7466, 3.0153, -3.2596], [-4.3419, -0.4976, 1.9605], [-3.9419, -1.8388, 4.0073], [-1.6319, -1.9422, 4.9459], [0.1948, -0.7883, 3.6870], [3.5508, 0.5189, 3.1035], [2.4192, 1.5705, 3.2620], [2.4271, 2.4699, 4.2569], [1.2589, 3.2074, 4.2031], [0.5784, 2.6712, 3.1105], [1.2881, 1.6877, 2.5551], [3.3567, -0.3610, 1.8454], [4.3044, -1.2041, 1.4221], [3.7699, -2.0200, 0.4425], [2.4493, -1.5892, 0.3200], [2.2109, -0.5821, 1.1690], [4.6164, 1.0924, 3.0066], [3.5247, -0.2034, 4.0852], [3.2630, 2.5209, 4.9360], [0.9527, 4.0044, 4.8598], [-0.3808, 2.9412, 2.6945], [5.2924, -1.1811, 1.8545], [4.2582, -2.8111, -0.1015], [1.6663, -1.9572, -0.3211], [-0.2039, -0.0106, -4.6649], [0.5010, 0.0612, -3.4048], [1.7502, 0.8046, -3.3851], [-0.0323, -0.4212, -2.2731], [0.5014, -0.3641, -1.1804], [0.4290, -0.4747, -5.4237], [-0.4816, 0.9901, -5.0055], [-1.1034, -0.6127, -4.5530], [2.4509, 0.3739, -4.1035], [2.1700, 0.7553, -2.3839], [1.5725, 1.8518, -3.6426], [-0.9910, -0.9383, -2.4249], [-1.8975, -8.6242, 0.1397], [-1.6157, -6.8824, 0.2032], [-2.2750, -6.0353, -0.6834], [-2.0638, -4.6731, -0.6372], [-1.1643, -4.0586, 0.3088], [-0.9513, -2.6898, 0.3631], [-0.5076, -4.9883, 1.1957], [-0.7333, -6.3472, 1.1390], [-2.9614, -6.4577, -1.4106], [-2.5958, -4.0275, -1.3320], [-0.2706, -2.2486, 1.0800], [-1.4688, -2.0141, -0.3153], [0.1876, -4.5924, 1.9307], [-0.2225, -7.0145, 1.8263]], "lowdin_charge": [0.665, -0.017, -0.253, -0.015, 0.077, -0.484, -0.049, -0.164, -0.030, -0.085, -0.103, -0.092, -0.047, -0.224, -0.003, -0.050, -0.042, -0.101, 0.067, 0.065, 0.092, 0.068, 0.118, 0.098, 0.095, 0.096, 0.104, 0.104, 0.108, 0.106, 0.121, -0.432, -0.065, -0.109, -0.074, -0.156, 0.000, -0.075, -0.109, -0.058, -0.141, 0.009, 0.064, 0.063, 0.117, 0.082, 0.103, 0.116, 0.086, 0.085, -0.048, -0.158, -0.016, -0.280, -0.066, 0.088, 0.083, 0.088, 0.092, 0.094, 0.082, 0.146, 0.515, -0.729, -0.175, -0.101, -0.364, -0.081, -0.091, -0.171, 0.084, 0.083, 0.005, 0.012, 0.089, 0.086], "e_tot_ev": -95248.6535, "de_lowest_kcal_mol": 37.8, "charge": -1}